No. 1
Formula: C28H47Cl10N5O3
Source: the Open Molecules 2025 dataset
Level of theory: ωB97M-V with the def2-TZVPD basis set

Element x y z (Å)
C -2.27155 0.53966 2.58549
O -1.08574 0.07231 1.88950
C -1.12973 -1.38705 1.79989
C -0.70809 -1.77391 0.30907
C 0.62056 -2.55222 0.10272
C 1.57205 -2.98647 1.32078
O 2.93610 -3.33029 0.88405
C 3.75100 -2.30714 1.53685
C 3.86667 -0.91978 0.70800
O 4.28076 -2.48222 2.67226
C 1.07805 -2.94607 -1.34256
C 0.12503 -2.56213 -2.53331
C 0.63847 -3.03113 -3.99328
N 1.22251 -4.41102 -3.80068
C -1.24330 -1.79958 -2.30156
N -2.05155 -1.53256 -3.46462
C -3.25447 -0.83614 -3.15970
C -4.25056 -0.53354 -4.39625
C -4.60893 1.02064 -4.57519
C -3.34301 2.00427 -4.64956
C -2.78605 2.45683 -3.18471
N -2.36814 3.88806 -3.26298
C -3.62452 -0.41841 -1.70184
N -4.91717 0.30478 -1.52730
N -2.86944 -0.64670 -0.51463
C -1.67988 -1.37198 -0.88112
H -2.36466 0.04184 3.61294
H -3.19405 0.22139 1.97763
H -2.18116 1.67806 2.72856
H -2.18734 -1.79984 1.98389
H -0.45146 -1.82190 2.61577
H 1.58950 -2.18017 2.15382
H 1.17680 -3.94140 1.84524
H 4.45053 -0.18338 1.35335
H 2.79717 -0.50508 0.54139
H 4.34857 -1.16975 -0.29543
H 2.04836 -3.50504 -1.56786
H 1.51860 -2.33374 -4.25438
H -0.17274 -2.99087 -4.79526
H 1.28515 -4.88886 -4.71442
H 0.57937 -4.91645 -3.16239
H -5.16742 -1.22180 -4.28439
H -3.70422 -0.87137 -5.35671
H -5.15534 1.11421 -5.59465
H -5.38405 1.39379 -3.79991
H -3.71657 2.98580 -5.13540
H -2.49492 1.62545 -5.34291
H -1.94063 1.72207 -2.93491
H -3.67016 2.39840 -2.44052
H -1.43995 4.01179 -3.68703
H -2.42194 4.30705 -2.32012
H -5.71227 -0.31941 -1.71903
H -4.95519 0.69086 -0.56500
Cl 0.90744 3.56250 -1.04673
C 1.44290 2.41252 0.20584
C 2.78738 2.79287 0.79580
Cl 4.11317 2.59896 -0.38077
H 1.46664 1.41499 -0.23796
H 0.68263 2.41864 0.98464
H 3.02179 2.14331 1.64501
H 2.79541 3.82642 1.14754
Cl -0.00452 2.62196 3.36871
C 0.55351 1.44580 4.58177
C 1.91354 1.80668 5.13874
Cl 3.21345 1.62259 3.92775
H 0.55773 0.45577 4.12088
H -0.18815 1.44436 5.38345
H 2.16294 1.14221 5.96985
H 1.93550 2.83466 5.50639
Cl -7.53777 3.54115 -6.26519
C -6.45843 4.76458 -6.98035
C -5.62203 4.19881 -8.11075
Cl -4.41061 3.03032 -7.52850
H -5.83331 5.17243 -6.18374
H -7.09578 5.56692 -7.35768
H -5.07360 5.00322 -8.60484
H -6.24147 3.70023 -8.85871
Cl 2.12469 1.01850 11.56465
C 3.34047 1.41863 10.32654
C 2.71077 1.97586 9.06545
Cl 1.77381 0.74466 8.18086
H 3.92340 0.51912 10.12043
H 4.00709 2.16302 10.76665
H 3.49005 2.32803 8.38628
H 2.04629 2.81375 9.28439
Cl 5.99675 -4.96125 0.22033
C 6.25270 -5.48920 1.90175
C 7.72320 -5.56452 2.26098
Cl 8.55979 -6.88273 1.40197
H 5.75720 -6.45285 2.03341
H 5.75208 -4.75881 2.54166
H 7.83384 -5.76332 3.32874
H 8.24044 -4.63066 2.03321

Results
Net charge ... 0
Energy relative to the best compared isomer or geometry (same formula, charge and spin) ... 0.0 kcal per mole
Gap between HOMO and LUMO ... 0.2753 hartree
LUMO ... -0.68 eV
Molecular weight ... 856.2 g/mol
Structure (SMILES) ... COCc1c(COC(C)=O)cc(CN)c2nc(CCCCN)c(N)nc12.ClCCCl.ClCCCl.ClCCCl.ClCCCl.ClCCCl

Formally, the Löwdin partial charges of the atoms, in units of the elementary charge, are as follows: C -0.162; O -0.271; C -0.185; C -0.026; C -0.073; C -0.160; O -0.121; C -0.393; C 0.009; O 0.043; C 0.043; C -0.070; C -0.239; N -0.053; C -0.121; N 0.122; C -0.141; C -0.145; C -0.237; C -0.229; C -0.279; N -0.043; C -0.209; N 0.063; N 0.144; C -0.107; H 0.095; H 0.080; H 0.047; H 0.129; H 0.118; H 0.126; H 0.151; H 0.079; H 0.088; H 0.103; H 0.109; H 0.119; H 0.102; H 0.067; H 0.069; H 0.115; H 0.119; H 0.073; H 0.103; H 0.039; H 0.119; H 0.102; H 0.108; H 0.063; H 0.059; H 0.092; H 0.088; Cl 0.539; C -0.679; C -0.690; Cl 0.540; H 0.060; H -0.008; H -0.041; H 0.072; Cl 0.656; C -0.611; C -0.671; Cl 0.614; H 0.069; H 0.078; H -0.033; H 0.073; Cl 0.538; C -0.658; C -0.644; Cl 0.610; H 0.072; H 0.071; H 0.072; H 0.069; Cl 0.541; C -0.665; C -0.632; Cl 0.608; H 0.071; H 0.074; H 0.078; H 0.074; Cl 0.554; C -0.657; C -0.666; Cl 0.528; H 0.071; H 0.058; H 0.071; H 0.069

***

No. 2
Formula: C28H47INO14
Source: the Open Molecules 2025 dataset
Level of theory: ωB97M-V with the def2-TZVPD basis set

Element x y z (Å)
C 0.48581 0.12455 -2.30316
C 1.58692 0.78663 -1.38963
C 0.99422 2.20676 -0.99116
C 2.84724 1.09590 -2.27793
C 3.75870 -0.16728 -2.55106
I 5.69409 0.55183 -3.32843
C 3.18911 -1.13720 -3.64871
C 4.16293 -2.31053 -4.08364
C 3.38370 -3.66196 -4.40177
O 3.99604 -4.79210 -3.74624
C 4.04654 -0.84472 -1.14786
C 2.77600 -1.07400 -0.24734
C 3.33924 -1.35655 1.21608
C 2.03878 -2.42601 -0.64387
N 1.86662 0.08322 -0.12254
O 2.16824 0.87158 0.85151
H 0.67550 0.36341 -3.37464
H -0.50529 0.57544 -2.04599
H 0.39102 -0.97840 -2.20772
H 0.62863 2.64678 -1.95927
H 1.76709 2.90412 -0.61219
H 0.09636 2.12401 -0.34598
H 3.48761 1.86217 -1.77016
H 2.53170 1.51437 -3.26248
H 3.01015 -0.51852 -4.56638
H 2.21964 -1.61638 -3.36138
H 4.63506 -1.99491 -5.04350
H 4.98702 -2.50617 -3.36279
H 3.35847 -3.86244 -5.50184
H 2.31906 -3.62244 -4.05148
H 3.39976 -5.03007 -3.01904
H 4.48441 -1.85500 -1.34959
H 4.80369 -0.22947 -0.60032
H 3.86988 -2.34559 1.14622
H 2.51908 -1.50067 1.95007
H 4.10987 -0.62017 1.52563
H 2.45175 -2.82252 -1.60672
H 0.93115 -2.33091 -0.65574
H 2.27375 -3.21215 0.11774
C -1.20300 4.50102 3.58496
C -0.78205 5.21724 2.31972
C -1.68075 6.35374 1.93315
O -1.46231 6.43588 0.51986
C -1.13774 5.18372 0.10834
O -1.08481 4.84206 -1.03229
O -0.88719 4.36952 1.16669
H -0.51739 3.68329 3.80373
H -1.20862 5.18693 4.43450
H -2.18651 4.06607 3.47960
H 0.26100 5.54285 2.40173
H -1.41368 7.28792 2.42538
H -2.74041 6.14530 2.10651
C -2.10065 -1.50433 1.31654
C -2.79654 -0.25940 1.81717
C -2.50967 0.97001 1.00429
O -2.73509 2.01039 1.95761
C -2.45427 1.48416 3.17722
O -2.33988 2.12277 4.17449
O -2.31463 0.13298 3.10609
H -2.34077 -2.35630 1.95526
H -2.40668 -1.73874 0.29537
H -1.01489 -1.38578 1.34380
H -3.87377 -0.43959 1.90291
H -3.17335 1.07362 0.14626
H -1.47234 1.03216 0.66668
C -6.56563 4.96290 1.24899
C -6.44829 5.00195 2.75531
C -7.49210 5.84637 3.42929
O -6.83949 6.20033 4.64970
C -5.50585 6.21086 4.38625
O -4.67934 6.65370 5.11450
O -5.24349 5.65065 3.17338
H -5.77355 4.34416 0.82282
H -7.52924 4.55262 0.94285
H -6.45171 5.96018 0.81914
H -6.43703 3.98318 3.15685
H -8.41541 5.30138 3.62233
H -7.72384 6.76585 2.88348
C 2.44952 -9.75412 -1.61237
C 1.76906 -8.52032 -1.06602
C 2.08664 -7.25949 -1.81508
O 1.86602 -6.26006 -0.82792
C 2.12466 -6.84066 0.37575
O 2.23706 -6.24674 1.39735
O 2.24212 -8.19180 0.24663
H 2.18536 -10.62850 -1.01529
H 2.15371 -9.93774 -2.64638
H 3.53601 -9.65748 -1.56580
H 0.68838 -8.68624 -1.00394
H 1.43298 -7.11028 -2.67428
H 3.12992 -7.19278 -2.13978

Results
Multiplicity ... 2
Net charge ... 0
Gap between HOMO and LUMO (alpha / beta) ... 0.3242 / 0.3483 hartree
LUMO (alpha / beta) ... 0.32 / 0.15 eV
Molecular weight ... 748.6 g/mol

Formally, the Löwdin partial charges of the atoms, in units of the elementary charge, are as follows: C -0.026; C -0.436; C -0.045; C -0.172; C -0.728; I 0.880; C -0.248; C -0.202; C -0.234; O -0.096; C -0.159; C -0.426; C -0.048; C -0.013; N -0.120; O -0.010; H 0.088; H 0.082; H 0.061; H 0.097; H 0.091; H 0.065; H 0.107; H 0.122; H 0.113; H 0.084; H 0.091; H 0.091; H 0.118; H 0.110; H 0.052; H 0.118; H 0.103; H 0.091; H 0.094; H 0.083; H 0.067; H 0.074; H 0.077; C -0.015; C -0.317; C -0.090; O 0.066; C -0.555; O 0.146; O 0.072; H 0.091; H 0.102; H 0.061; H 0.160; H 0.143; H 0.131; C -0.016; C -0.336; C -0.092; O 0.058; C -0.538; O 0.141; O 0.098; H 0.088; H 0.090; H 0.084; H 0.159; H 0.145; H 0.123; C -0.019; C -0.342; C -0.104; O 0.067; C -0.552; O 0.169; O 0.071; H 0.084; H 0.091; H 0.093; H 0.162; H 0.141; H 0.142; C -0.019; C -0.338; C -0.119; O 0.049; C -0.549; O 0.171; O 0.091; H 0.088; H 0.092; H 0.094; H 0.161; H 0.145; H 0.139